# 1
{
  "formula": "C26H74O12Zr",
  "method": "ωB97M-V/def2-TZVPD",
  "species": ["Zr", "C", "C", "C", "O", "H", "H", "H", "H", "H", "H", "H", "C", "C", "C", "O", "H", "H", "H", "H", "H", "H", "H", "C", "C", "O", "H", "H", "H", "H", "H", "H", "C", "C", "O", "H", "H", "H", "H", "H", "H", "C", "C", "O", "H", "H", "H", "H", "H", "H", "C", "C", "O", "H", "H", "H", "H", "H", "H", "C", "C", "O", "H", "H", "H", "H", "H", "H", "C", "C", "O", "H", "H", "H", "H", "H", "H", "C", "C", "O", "H", "H", "H", "H", "H", "H", "C", "C", "O", "H", "H", "H", "H", "H", "H", "C", "C", "O", "H", "H", "H", "H", "H", "H", "C", "C", "O", "H", "H", "H", "H", "H", "H"],
  "coordinates": [[1.165, 3.844, -0.240], [-1.440, -2.602, 4.479], [-2.882, -2.512, 3.983], [-3.402, -3.909, 3.543], [-3.726, -1.884, 4.876], [-0.989, -1.611, 4.437], [-0.827, -3.109, 3.734], [-1.228, -2.852, 5.519], [-2.716, -1.796, 3.178], [-3.436, -4.637, 4.354], [-2.651, -4.441, 2.960], [-4.364, -4.020, 3.041], [0.623, -0.502, -0.939], [0.165, 0.522, 0.130], [-0.110, -0.028, 1.537], [1.023, 1.607, 0.096], [-0.009, -1.389, -0.997], [1.644, -0.865, -0.820], [0.732, -0.073, -1.935], [-0.790, 0.863, -0.269], [0.863, -0.301, 1.947], [-0.721, -0.912, 1.358], [-0.458, 0.712, 2.258], [1.489, -3.601, 2.343], [2.431, -3.984, 1.167], [2.660, -5.384, 1.310], [1.501, -2.517, 2.451], [1.762, -4.044, 3.301], [0.481, -4.005, 2.246], [3.441, -3.594, 1.296], [1.994, -3.852, 0.177], [2.789, -5.741, 0.429], [5.138, 4.591, -0.995], [4.581, 3.228, -0.910], [3.165, 3.122, -1.230], [4.725, 5.276, -0.254], [4.729, 5.129, -1.850], [6.221, 4.619, -1.113], [4.879, 2.833, 0.061], [5.114, 2.517, -1.540], [3.296, 2.515, -1.962], [-5.345, 0.189, 1.857], [-4.023, 0.793, 1.853], [-3.778, 0.981, 3.237], [-6.110, 0.631, 2.496], [-5.338, -0.879, 2.071], [-5.678, 0.217, 0.819], [-3.989, 1.737, 1.309], [-3.308, 0.178, 1.306], [-3.332, 0.222, 3.620], [-2.835, -2.443, -0.967], [-2.212, -3.383, 0.024], [-3.305, -4.044, 0.709], [-3.193, -3.014, -1.824], [-2.201, -1.722, -1.484], [-3.684, -1.913, -0.535], [-1.570, -2.798, 0.683], [-1.542, -4.102, -0.447], [-2.907, -4.712, 1.272], [1.975, -0.211, -6.398], [0.754, 0.359, -5.602], [1.347, 1.456, -4.939], [1.590, -1.044, -6.986], [2.795, -0.676, -5.852], [2.401, 0.495, -7.111], [0.408, -0.356, -4.856], [-0.088, 0.633, -6.238], [1.397, 2.215, -5.524], [-1.124, 3.893, -3.892], [-0.880, 2.856, -2.818], [0.467, 2.974, -2.340], [-2.132, 3.767, -4.287], [-0.384, 3.900, -4.691], [-0.961, 4.859, -3.414], [-1.112, 1.853, -3.176], [-1.545, 2.910, -1.957], [1.107, 2.927, -3.054], [5.303, -1.050, 1.874], [3.959, -0.497, 2.288], [3.575, 0.535, 1.508], [6.041, -0.251, 1.801], [5.225, -1.521, 0.894], [5.686, -1.684, 2.673], [4.135, -0.180, 3.316], [3.248, -1.319, 2.204], [2.619, 0.494, 1.423], [3.963, -0.832, -2.625], [4.493, 0.155, -3.662], [3.642, 1.276, -3.672], [3.891, -0.310, -1.670], [4.596, -1.712, -2.505], [2.997, -1.223, -2.945], [4.665, -0.310, -4.633], [5.515, 0.415, -3.387], [2.776, 0.965, -3.945], [-1.447, 3.393, 5.963], [-1.575, 1.931, 5.646], [-2.881, 1.577, 5.938], [-2.142, 3.940, 5.326], [-0.432, 3.685, 5.694], [-1.536, 3.713, 7.001], [-0.800, 1.367, 6.165], [-1.448, 1.831, 4.568], [-3.449, 1.995, 5.286], [-5.200, 1.277, -2.389], [-3.875, 0.573, -2.573], [-3.438, 0.779, -3.958], [-5.716, 1.212, -1.431], [-5.886, 0.965, -3.176], [-5.009, 2.339, -2.546], [-3.924, -0.497, -2.371], [-3.166, 1.002, -1.866], [-2.934, 0.009, -4.232]],
  "mulliken_charge": [1.162, -1.015, 2.192, -1.349, -0.230, 0.276, -0.030, 0.464, -0.761, 0.436, 0.117, 0.430, -0.521, 0.675, 0.290, 0.033, 0.081, -0.075, -0.117, -0.185, -0.141, -0.474, 0.054, -0.825, -0.242, -0.564, 0.127, 0.424, 0.283, 0.222, 0.283, 0.328, -1.269, 0.155, 0.269, 0.292, 0.329, 0.367, 0.287, 0.156, -0.174, -0.987, 0.444, -0.449, 0.357, 0.239, 0.191, 0.335, -0.338, 0.195, -1.207, 0.834, -0.603, 0.475, 0.180, 0.287, -0.499, 0.413, 0.322, -1.042, -0.323, -0.413, 0.420, 0.186, 0.318, 0.194, 0.385, 0.232, -1.383, -0.114, 0.216, 0.372, 0.319, 0.333, -0.021, 0.400, 0.059, -1.444, 1.114, -0.454, 0.389, 0.273, 0.398, 0.223, -0.719, 0.050, -0.441, -0.636, -0.501, -0.081, 0.514, 0.219, 0.329, 0.417, 0.208, -1.156, 0.007, -0.532, 0.291, 0.337, 0.301, 0.379, 0.063, 0.336, -1.402, 0.795, -0.568, 0.242, 0.363, 0.339, 0.125, -0.164, 0.305],
  "orbital_gap_ev": 1.6,
  "charge": 2,
  "de_lowest_kcal_mol": 421.8
}

***

# 2
{
  "formula": "C26H77N21O12",
  "method": "ωB97M-V/def2-TZVPD",
  "species": ["C", "C", "C", "C", "C", "C", "N", "O", "C", "C", "C", "H", "H", "H", "H", "H", "H", "H", "H", "H", "H", "H", "H", "H", "H", "H", "H", "H", "H", "H", "C", "C", "C", "O", "C", "N", "H", "H", "H", "H", "H", "H", "H", "H", "H", "H", "H", "C", "C", "C", "O", "C", "N", "H", "H", "H", "H", "H", "H", "H", "H", "H", "H", "H", "C", "O", "N", "N", "H", "H", "H", "H", "C", "O", "N", "N", "H", "H", "H", "H", "C", "O", "N", "N", "H", "H", "H", "H", "C", "O", "N", "N", "H", "H", "H", "H", "C", "O", "N", "N", "H", "H", "H", "H", "C", "O", "N", "N", "H", "H", "H", "H", "C", "O", "N", "N", "H", "H", "H", "H", "C", "O", "N", "N", "H", "H", "H", "H", "C", "O", "N", "N", "H", "H", "H", "H"],
  "coordinates": [[-5.129, 4.320, -1.181], [-4.668, 3.091, -1.981], [-3.207, 3.293, -2.116], [-2.497, 2.003, -2.595], [-2.825, 0.817, -1.706], [-4.331, 0.648, -1.280], [-4.960, 1.937, -1.115], [-6.286, 1.802, -0.890], [-5.000, -0.191, -2.427], [-4.293, -0.033, 0.146], [-5.334, 3.044, -3.403], [-4.657, 4.357, -0.199], [-6.213, 4.274, -1.076], [-4.985, 5.267, -1.700], [-2.990, 4.160, -2.741], [-2.728, 3.476, -1.155], [-1.425, 2.122, -2.753], [-2.810, 1.827, -3.625], [-2.087, 0.883, -0.907], [-2.513, -0.045, -2.296], [-4.830, 0.295, -3.388], [-4.602, -1.187, -2.237], [-6.069, -0.258, -2.226], [-3.815, -1.003, 0.006], [-3.773, 0.535, 0.918], [-5.263, -0.234, 0.601], [-4.811, 2.342, -4.052], [-5.334, 4.063, -3.791], [-6.383, 2.765, -3.302], [-6.618, 1.259, -1.609], [-1.381, -2.015, 3.134], [-0.398, -1.524, 4.147], [-0.254, -2.572, 5.334], [0.385, -2.057, 6.423], [-0.441, -1.293, 7.320], [0.988, -1.271, 3.640], [-0.830, -2.791, 2.603], [-1.709, -1.223, 2.460], [-2.313, -2.455, 3.490], [-0.865, -0.636, 4.573], [0.253, -3.412, 4.858], [-1.216, -2.985, 5.637], [-1.310, -1.859, 7.655], [-0.787, -0.475, 6.689], [0.132, -0.937, 8.176], [1.591, -2.076, 3.544], [0.928, -0.840, 2.729], [0.656, -3.181, -3.808], [1.628, -4.423, -4.069], [1.709, -5.586, -3.086], [2.709, -5.277, -1.984], [2.525, -6.264, -0.929], [1.325, -4.860, -5.485], [0.996, -2.405, -4.494], [0.761, -2.801, -2.792], [-0.345, -3.583, -3.962], [2.691, -4.184, -4.083], [2.213, -6.390, -3.624], [0.805, -6.081, -2.731], [2.855, -7.250, -1.255], [1.531, -6.311, -0.484], [3.181, -6.004, -0.098], [1.607, -4.103, -6.091], [2.129, -5.451, -5.643], [0.366, 4.928, -2.171], [0.583, 3.770, -2.214], [1.289, 5.842, -1.836], [-0.754, 5.462, -2.505], [2.193, 5.459, -1.599], [1.255, 6.825, -2.069], [-0.820, 6.470, -2.507], [-1.474, 4.845, -2.855], [2.915, 1.783, 5.506], [3.808, 0.992, 5.911], [1.799, 1.391, 4.936], [2.995, 3.084, 5.471], [1.286, 2.034, 4.350], [1.600, 0.414, 4.773], [2.349, 3.458, 4.791], [3.853, 3.524, 5.773], [3.017, -4.265, 2.418], [4.080, -4.390, 3.111], [2.535, -3.239, 1.784], [2.246, -5.340, 2.179], [3.112, -2.414, 1.697], [1.764, -3.465, 1.171], [1.332, -5.169, 1.785], [2.501, -6.218, 2.609], [4.290, -2.234, -1.552], [4.705, -3.117, -0.793], [3.025, -2.264, -1.829], [5.021, -1.396, -2.291], [2.444, -2.980, -1.417], [2.674, -1.698, -2.588], [4.618, -0.710, -2.913], [6.007, -1.476, -2.091], [-0.869, -3.942, -0.340], [0.160, -4.197, 0.257], [-1.472, -2.810, -0.280], [-1.261, -4.635, -1.290], [-1.155, -2.245, 0.495], [-2.380, -2.602, -0.670], [-1.798, -4.150, -1.996], [-0.697, -5.449, -1.486], [2.701, 1.321, -3.316], [3.399, 0.427, -3.699], [3.052, 2.291, -2.416], [1.540, 1.601, -3.840], [2.464, 3.093, -2.241], [4.009, 2.399, -2.110], [1.266, 1.259, -4.750], [0.950, 2.327, -3.458], [3.787, 4.438, 1.253], [4.021, 5.635, 1.071], [2.693, 3.976, 1.855], [4.458, 3.329, 0.938], [2.121, 4.667, 2.320], [2.676, 3.031, 2.208], [4.131, 2.528, 1.459], [5.419, 3.446, 0.652], [-1.294, 3.434, 2.668], [-0.425, 2.591, 2.889], [-1.152, 4.609, 3.044], [-2.471, 3.113, 2.121], [-0.325, 4.802, 3.590], [-1.823, 5.348, 2.890], [-2.568, 2.257, 1.593], [-3.249, 3.746, 2.239], [0.653, 0.007, 0.193], [0.341, -0.960, 0.886], [0.651, 1.174, 0.701], [0.888, 0.008, -1.102], [0.304, 1.324, 1.638], [1.175, 1.879, 0.203], [1.173, -0.927, -1.355], [0.980, 0.903, -1.561]],
  "mulliken_charge": [-1.956, 2.014, -1.861, 0.008, -0.155, 1.237, 0.371, -0.482, -1.649, -1.220, -1.916, 0.260, 0.496, 0.386, 0.310, 0.610, -0.481, 0.526, -0.619, 0.599, 0.326, 0.418, 0.531, 0.101, 0.066, 0.421, 0.352, 0.452, 0.403, 0.383, -1.054, 1.067, -0.996, -0.318, -0.649, -0.465, -0.054, -0.163, 0.514, 0.049, 0.366, 0.405, 0.308, 0.241, 0.244, 0.183, 0.006, -0.971, 0.561, -0.960, -0.224, -0.692, -0.800, 0.473, -0.108, 0.398, 0.212, 0.409, 0.385, 0.417, 0.214, 0.175, 0.292, 0.347, 0.569, -0.586, -0.444, -0.333, 0.167, 0.179, 0.143, 0.328, 0.558, -0.712, -0.238, -0.371, 0.108, 0.260, 0.127, 0.261, 0.549, -0.810, 0.423, -0.280, 0.143, -0.282, 0.125, 0.194, 0.314, -0.691, 0.627, -0.286, -0.609, 0.140, 0.242, 0.205, 0.310, -0.561, 0.265, -0.336, -0.681, -0.025, 0.183, 0.187, 0.077, -0.783, -0.011, -0.006, 0.105, 0.170, 0.231, 0.077, 0.599, -0.707, -0.050, -0.310, 0.124, -0.079, 0.162, 0.247, 0.436, -0.533, -0.370, -0.301, 0.240, 0.179, -0.040, 0.158, 0.181, 0.817, 0.842, 0.345, -0.223, -0.214, -0.533, 0.064],
  "orbital_gap_ev": 7.6,
  "smiles": "CC1(C)CCCC(C)(C)N1O.COC[C@H](C)N.COC[C@H](C)N.NC(N)=O.NC(N)=O.NC(N)=O.NC(N)=O.NC(N)=O.NC(N)=O.NC(N)=O.NC(N)=O.NC(N)=O"
}

***

# 3
{
  "formula": "C26H79N3O12",
  "method": "ωB97M-V/def2-TZVPD",
  "species": ["C", "O", "H", "H", "H", "H", "C", "O", "H", "H", "H", "H", "C", "O", "H", "H", "H", "H", "C", "O", "H", "H", "H", "H", "C", "C", "O", "H", "H", "H", "H", "H", "H", "C", "C", "O", "H", "H", "H", "H", "H", "H", "C", "C", "O", "H", "H", "H", "H", "H", "H", "C", "C", "O", "H", "H", "H", "H", "H", "H", "C", "C", "O", "H", "H", "H", "H", "H", "H", "C", "C", "C", "O", "C", "N", "H", "H", "H", "H", "H", "H", "H", "H", "H", "H", "H", "C", "C", "C", "O", "C", "N", "H", "H", "H", "H", "H", "H", "H", "H", "H", "H", "H", "C", "C", "C", "O", "C", "N", "H", "H", "H", "H", "H", "H", "H", "H", "H", "H", "H"],
  "coordinates": [[-4.644, -3.240, 0.712], [-4.622, -3.250, 2.129], [-5.087, -2.300, 0.364], [-3.594, -3.265, 0.407], [-5.169, -4.061, 0.214], [-5.507, -3.428, 2.466], [-1.475, -3.684, 3.736], [-2.656, -4.461, 3.785], [-1.647, -2.736, 4.262], [-0.695, -4.194, 4.304], [-1.030, -3.500, 2.754], [-3.212, -4.138, 3.058], [3.312, -1.847, 0.424], [3.195, -2.847, -0.549], [2.372, -1.800, 0.999], [4.091, -2.061, 1.159], [3.505, -0.840, 0.034], [2.605, -2.573, -1.304], [1.248, -5.539, -0.432], [0.933, -5.755, 0.935], [2.319, -5.617, -0.612], [0.682, -6.227, -1.060], [0.917, -4.533, -0.717], [1.639, -5.426, 1.493], [-0.013, -0.147, 1.129], [-0.662, -1.296, 0.394], [-0.876, -0.932, -0.965], [0.255, -0.445, 2.141], [-0.643, 0.745, 1.144], [0.899, 0.178, 0.623], [-1.633, -1.566, 0.825], [-0.012, -2.177, 0.491], [-1.377, -1.651, -1.385], [-3.897, 0.359, 1.093], [-5.402, 0.515, 1.176], [-5.759, 1.692, 0.461], [-3.482, -0.540, 1.547], [-3.433, 1.225, 1.566], [-3.620, 0.321, 0.038], [-5.806, 0.575, 2.194], [-5.894, -0.348, 0.702], [-6.714, 1.776, 0.427], [1.616, -2.677, 3.873], [2.964, -1.980, 3.842], [3.977, -2.995, 3.795], [1.500, -3.236, 4.801], [1.532, -3.349, 3.019], [0.797, -1.958, 3.839], [3.152, -1.393, 4.745], [3.052, -1.320, 2.975], [4.786, -2.595, 3.466], [-3.512, -4.433, -3.215], [-2.809, -3.190, -2.688], [-1.587, -3.502, -2.024], [-3.616, -5.164, -2.408], [-2.972, -4.867, -4.052], [-4.531, -4.185, -3.518], [-3.489, -2.602, -2.059], [-2.532, -2.523, -3.508], [-1.733, -4.221, -1.397], [-0.901, 4.053, 1.594], [-0.164, 5.326, 1.976], [1.010, 5.439, 1.150], [-1.486, 3.710, 2.450], [-0.175, 3.271, 1.365], [-1.583, 4.133, 0.749], [0.182, 5.204, 3.006], [-0.782, 6.216, 1.858], [1.303, 6.356, 1.132], [-0.068, 2.135, -1.673], [0.206, 3.448, -2.376], [-1.071, 4.266, -2.571], [-0.759, 5.570, -2.997], [-1.902, 6.396, -2.989], [1.264, 4.199, -1.657], [0.818, 1.501, -1.669], [-0.899, 1.603, -2.139], [-0.318, 2.277, -0.622], [0.655, 3.269, -3.355], [-1.611, 4.324, -1.615], [-1.702, 3.744, -3.303], [-1.635, 7.378, -3.365], [-2.240, 6.530, -1.954], [-2.715, 5.941, -3.557], [1.085, 5.165, -1.940], [1.146, 4.270, -0.647], [3.172, -1.247, -4.254], [1.965, -0.910, -3.410], [0.789, -0.381, -4.244], [1.131, 0.838, -4.853], [0.092, 1.463, -5.542], [1.528, -2.081, -2.635], [3.031, -2.105, -4.913], [4.042, -1.401, -3.616], [3.398, -0.389, -4.894], [2.240, -0.097, -2.733], [-0.111, -0.269, -3.621], [0.475, -1.098, -5.024], [0.534, 2.216, -6.191], [-0.722, 1.834, -4.911], [-0.402, 0.770, -6.247], [0.695, -1.806, -2.108], [1.111, -2.708, -3.328], [4.475, 1.586, 1.397], [3.233, 2.451, 1.559], [2.768, 2.566, 2.991], [2.084, 1.407, 3.413], [2.086, 1.200, 4.791], [3.511, 3.789, 1.040], [5.266, 2.073, 1.976], [4.805, 1.479, 0.365], [4.397, 0.582, 1.823], [2.370, 1.984, 1.051], [2.181, 3.472, 3.190], [3.649, 2.677, 3.649], [3.102, 1.208, 5.203], [1.526, 0.299, 5.020], [1.582, 2.003, 5.355], [2.698, 4.393, 1.170], [3.629, 3.709, 0.034]],
  "mulliken_charge": [-0.179, -0.498, 0.021, -0.118, 0.500, 0.231, -0.266, -0.609, 0.286, 0.218, 0.024, 0.327, 0.370, -0.582, -0.433, 0.240, 0.077, 0.281, -0.210, -0.539, 0.281, 0.295, -0.111, 0.287, -0.332, 0.928, 0.194, 0.059, 0.161, -0.227, -0.438, -0.116, -0.297, -0.571, -0.448, -0.527, 0.212, 0.263, 0.227, 0.318, 0.256, 0.302, -0.905, 0.607, -0.626, 0.470, 0.046, 0.205, 0.408, -0.515, 0.323, -1.383, 0.034, -0.315, 0.377, 0.341, 0.380, 0.099, 0.296, 0.210, -0.190, -0.596, -0.415, 0.458, -0.307, 0.184, 0.268, 0.370, 0.197, -0.047, 0.909, -0.716, -0.375, -0.752, -0.632, -0.463, 0.374, -0.322, 0.022, 0.248, 0.388, 0.272, 0.274, 0.308, 0.324, 0.070, -1.736, 0.823, -0.404, -0.372, -0.753, -0.289, 0.387, 0.383, 0.379, -0.143, 0.208, 0.544, 0.273, 0.226, 0.350, -0.048, 0.325, -1.620, 2.052, -1.168, 0.004, -0.947, -0.790, 0.398, 0.449, 0.165, -0.648, 0.199, 0.456, 0.398, 0.170, 0.306, 0.296, 0.372],
  "orbital_gap_ev": 9.1,
  "smiles": "COC[C@H](C)N.COC[C@H](C)N.COC[C@H](C)N.CCO.CCO.CCO.CCO.CCO.CO.CO.CO.CO",
  "de_lowest_kcal_mol": 34.5
}